ORCA calculation (the ωB97M-V functional and the def2-TZVPD basis) on a cluster of 2 separate species, C6H15N in total.

Structure (XYZ):
```
22
Properties=species:S:1:pos:R:3:forces:R:3:mulliken_charge:R:1
C 1.315 0.624 -1.351 -0.56 0.96 -0.53 -1.182
C 0.889 0.701 0.086 1.40 5.45 -0.34 1.438
C -0.591 0.996 0.277 -1.32 -2.64 0.35 -0.687
C -1.610 -0.014 -0.459 1.70 -0.72 1.22 -0.467
C -1.590 -1.335 0.324 0.83 -0.68 0.40 -0.639
C -0.268 -2.130 0.132 -1.78 0.05 -1.42 -0.480
N 1.611 1.674 0.927 0.10 -1.30 -2.93 -0.700
H 1.100 -0.363 -1.811 -0.02 0.68 0.27 0.243
H 0.728 1.438 -1.831 0.27 -0.70 -0.35 0.281
H 2.357 0.881 -1.494 0.23 -0.17 0.19 0.422
H 1.327 -0.176 0.681 1.63 -3.13 2.57 -1.065
H -0.676 1.018 1.410 -0.77 0.48 -1.44 0.339
H -0.578 1.952 -0.236 -0.47 0.45 0.62 0.243
H -2.677 0.191 -0.523 0.22 1.21 0.06 0.347
H -1.254 -0.262 -1.493 -0.26 0.52 0.71 0.258
H -1.628 -1.244 1.404 -0.69 0.74 0.31 0.328
H -2.468 -1.881 0.014 -0.11 -0.63 -0.05 0.384
H 0.514 -1.557 0.608 -0.04 -0.84 -0.39 -0.113
H -0.247 -2.111 -0.990 1.06 -0.68 0.88 0.171
H -0.319 -3.155 0.548 0.04 0.57 -0.38 0.379
H 1.882 1.089 1.709 -0.48 0.90 0.85 0.263
H 1.792 -0.592 1.459 -0.98 -0.52 -0.60 0.238
```
Positions in Å, forces in eV/Å.

Results
highest occupied orbital energy	-0.293	hartree
energy relative to the best compared isomer or geometry (same formula, charge and spin)	788.1	kJ/mol
charge	0
LUMO energy	-0.0747	hartree

***

ORCA calculation (the ωB97M-V functional and the def2-TZVPD basis) on a structure of composition C21H24ClNPb.

Structure (XYZ):
```
48
Properties=species:S:1:pos:R:3:forces:R:3:mulliken_charge:R:1
C 0.208 0.748 -7.157 0.02 0.10 -1.27 1.208
C 1.585 1.244 -7.052 0.28 -0.03 1.07 -1.183
C -0.037 -0.670 -7.452 -0.09 -0.48 0.93 -1.188
C -0.919 1.685 -7.108 -0.30 0.08 1.05 -1.184
Cl -0.169 0.040 -2.220 -0.10 -0.31 -0.81 -0.500
H -0.051 -0.857 -8.541 0.06 0.33 0.09 0.353
H -1.007 -1.007 -7.061 0.13 0.21 -0.27 0.382
H 0.742 -1.318 -7.028 -0.05 0.24 -0.28 0.382
H 1.982 1.513 -8.046 -0.30 -0.09 -0.02 0.350
H 2.262 0.483 -6.639 -0.19 0.09 -0.31 0.384
H 1.653 2.141 -6.421 -0.11 -0.12 -0.37 0.379
H -1.162 2.063 -8.117 0.25 -0.19 -0.01 0.353
H -0.703 2.559 -6.477 0.08 -0.15 -0.36 0.378
H -1.832 1.205 -6.727 0.22 0.01 -0.30 0.383
C 1.744 -1.604 1.866 -1.22 -1.77 -0.23 -0.011
C 1.098 -2.517 0.983 0.26 0.44 0.02 -0.690
C 1.451 -2.170 -0.346 -0.83 -1.15 1.05 -0.131
H 0.457 -3.346 1.278 0.28 0.31 -0.10 0.483
C 2.313 -1.032 -0.297 1.02 1.82 2.07 -0.765
C 2.496 -0.686 1.085 0.54 0.77 -2.88 -0.614
H 3.143 0.106 1.471 -0.24 -0.35 -0.20 0.472
H 1.695 -1.632 2.956 0.02 0.02 -0.44 0.509
H 1.145 -2.693 -1.254 0.10 0.23 0.41 0.415
H 2.795 -0.556 -1.149 -0.05 -0.20 0.31 0.522
C -2.411 0.914 1.319 -0.17 0.96 -2.79 -0.537
C -2.288 -0.306 2.040 -0.06 -2.01 -0.44 0.162
C -2.368 -1.383 1.111 0.04 0.41 0.07 -0.840
H -2.185 -0.407 3.120 -0.02 0.03 -0.37 0.441
C -2.554 -0.837 -0.183 0.07 -1.46 0.98 -0.086
C -2.573 0.586 -0.068 0.39 2.01 2.14 -0.879
H -2.745 1.292 -0.880 -0.06 -0.20 0.30 0.527
H -2.429 1.916 1.751 -0.05 -0.37 -0.20 0.467
H -2.310 -2.444 1.356 -0.07 0.44 -0.09 0.476
H -2.687 -1.401 -1.108 0.08 0.23 0.40 0.432
Pb 0.351 1.188 -0.102 0.06 0.19 0.68 1.125
N 0.463 1.207 2.657 -0.16 -0.82 2.28 -0.334
C 0.395 0.919 3.790 0.17 0.94 -2.35 -0.040
C 0.312 0.667 5.186 -0.04 -0.05 1.00 0.642
C -0.940 0.716 5.829 0.02 -0.06 -0.03 -0.242
C -1.017 0.513 7.207 0.17 0.05 -0.23 -0.697
C 0.157 0.299 7.942 0.01 -0.03 -0.26 -0.348
C 1.407 0.257 7.308 -0.14 0.06 -0.21 -0.669
C 1.487 0.445 5.929 -0.01 -0.04 -0.05 -0.302
H -1.836 0.934 5.239 0.30 -0.13 0.30 0.406
H -1.994 0.531 7.699 0.44 0.04 -0.14 0.388
H 0.098 0.168 9.020 0.01 -0.01 -0.22 0.400
H 2.322 0.084 7.883 -0.43 0.10 -0.21 0.384
H 2.451 0.443 5.411 -0.34 -0.04 0.28 0.434
```
Positions in Å, forces in eV/Å.

Results
highest occupied orbital energy (spin up / spin down)	-0.494 / -0.495	hartree
charge	+2
LUMO energy (spin up / spin down)	-0.2907 / -0.2907	hartree

***

ORCA calculation (the ωB97M-V functional and the def2-TZVPD basis) on an isolated molecule of C5H9N.

Structure (XYZ):
```
15
Properties=species:S:1:pos:R:3:forces:R:3:mulliken_charge:R:1
C 1.424 1.191 0.726 0.08 -0.55 -0.11 -0.566
C 0.103 1.190 1.453 -0.13 -1.19 0.64 -0.610
C 0.329 0.217 0.351 0.70 -2.70 0.19 0.281
N -0.303 0.088 -0.885 0.10 0.46 -0.62 -0.361
C -1.482 -0.752 -0.900 -0.24 -0.05 -0.04 -0.242
C -0.187 -1.235 -1.448 0.06 -0.20 -0.37 -0.468
H 1.650 1.975 -0.006 -0.53 -0.32 0.29 0.246
H 2.312 0.826 1.234 -0.07 0.06 -0.07 0.194
H 0.068 0.153 1.915 -0.53 3.23 2.91 0.215
H -0.591 2.033 1.568 0.28 -0.78 -0.22 0.297
H 0.398 -0.898 0.943 0.31 2.03 -2.30 0.067
H -1.817 -1.186 0.046 0.12 0.11 -0.19 0.233
H -2.269 -0.412 -1.567 0.07 -0.13 0.11 0.232
H 0.002 -1.260 -2.514 -0.11 -0.18 0.01 0.252
H 0.344 -1.976 -0.844 -0.09 0.20 -0.23 0.231
```
Positions in Å, forces in eV/Å.

Results
structure (SMILES)	C1CC1N1CC1
highest occupied orbital energy	-0.329	hartree
energy relative to the best compared isomer or geometry (same formula, charge and spin)	429.0	kJ/mol
charge	0
LUMO energy	0.0462	hartree

***

ORCA calculation (the ωB97M-V functional and the def2-TZVPD basis) on an isolated molecule of C6H10N2O2.

Structure (XYZ):
```
20
Properties=species:S:1:pos:R:3:forces:R:3:mulliken_charge:R:1
O -0.878 2.067 -2.630 0.74 0.01 2.59 -0.573
C -0.406 2.140 -1.151 -1.83 1.44 -0.72 -0.569
C -0.439 0.732 -0.612 0.47 0.62 -1.71 0.300
O 0.371 0.131 -1.610 -0.18 -1.49 -2.26 -0.598
C 0.213 0.571 0.752 0.15 0.15 0.03 -0.677
C 0.254 -0.848 1.217 -0.21 -0.20 0.34 0.335
C -0.148 -1.452 2.385 -0.25 0.09 -0.40 -0.577
N 0.055 -2.811 2.319 0.34 -0.04 -0.11 -0.628
C 0.609 -3.027 1.145 -0.34 -0.04 0.31 -0.198
N 0.742 -1.875 0.444 0.20 0.15 -0.41 -0.014
H -0.589 2.871 -3.068 0.07 0.11 0.08 0.293
H -1.124 2.770 -0.604 0.13 0.08 -0.35 0.316
H 0.596 2.590 -1.062 -0.29 -0.38 -0.34 0.351
H -1.464 0.324 -0.628 0.22 0.08 0.10 0.261
H 0.009 0.414 -2.548 0.83 -0.57 2.85 0.368
H 1.234 0.984 0.707 -0.25 -0.04 -0.06 0.324
H -0.348 1.163 1.487 0.11 -0.13 -0.12 0.331
H -0.641 -0.981 3.234 0.26 -0.18 -0.21 0.365
H 0.901 -3.992 0.738 -0.09 0.29 0.18 0.378
H 1.051 -1.771 -0.515 -0.09 0.06 0.23 0.211
```
Positions in Å, forces in eV/Å.

Results
structure (SMILES)	OC[C@@H](O)Cc1cnc[nH]1
highest occupied orbital energy	-0.311	hartree
energy relative to the best compared isomer or geometry (same formula, charge and spin)	112.2	kJ/mol
charge	0
LUMO energy	0.0214	hartree

***

ORCA calculation (the ωB97M-V functional and the def2-TZVPD basis) on an isolated molecule of BrH2IO2Si.

Structure (XYZ):
```
7
Properties=species:S:1:pos:R:3:forces:R:3:mulliken_charge:R:1
O -0.461 -0.310 -1.061 2.58 0.54 0.95 -0.424
Si 0.664 -0.861 -0.017 0.69 1.02 -0.44 0.502
O 0.225 -0.582 1.501 -0.19 0.21 0.51 -0.353
Br 1.018 -3.018 -0.063 0.08 0.08 -0.40 -0.166
I 3.156 0.561 -0.053 -2.17 -1.18 -0.23 -0.225
H -1.274 -0.570 -1.434 -1.07 -0.78 -0.41 0.342
H 0.606 0.149 1.991 0.08 0.10 0.02 0.324
```
Positions in Å, forces in eV/Å.

Results
structure (SMILES)	O[Si](O)(Br)I
highest occupied orbital energy	-0.352	hartree
energy relative to the best compared isomer or geometry (same formula, charge and spin)	73.5	kJ/mol
charge	0
LUMO energy	-0.0287	hartree

***

ORCA calculation (the ωB97M-V functional and the def2-TZVPD basis) on an isolated molecule of C7H14N2O4.

Structure (XYZ):
```
27
Properties=species:S:1:pos:R:3:forces:R:3:mulliken_charge:R:1
C 3.391 0.942 0.256 -0.54 -1.34 2.56 -1.321
C 2.427 -0.257 0.087 0.48 -0.40 -0.35 0.883
N 2.556 -0.920 -1.236 1.60 2.00 -0.61 -0.684
C 0.989 0.075 0.258 -1.90 1.09 2.08 -0.380
O 0.539 0.732 1.199 1.57 -0.36 -0.54 -0.698
N 0.195 -0.542 -0.632 0.97 0.33 -1.33 -0.122
C -1.172 -0.255 -0.808 -2.26 2.71 0.82 -0.059
C -1.678 1.289 -0.620 0.95 -4.17 -0.59 0.245
O -1.139 2.217 -0.172 0.98 2.52 0.59 -0.485
O -2.957 1.283 -1.037 -0.94 1.06 0.07 -0.471
C -2.053 -1.039 0.275 -0.44 2.40 -1.76 -0.145
C -2.030 -0.390 1.703 0.83 -1.52 -0.20 -1.010
O -3.345 -1.309 -0.281 0.23 -0.10 0.76 -0.581
H 4.097 0.624 1.063 0.66 0.28 -1.67 0.272
H 2.997 1.778 0.787 -1.38 0.47 0.43 0.406
H 3.649 1.401 -0.665 1.18 -0.23 -0.91 0.448
H 2.580 -1.070 0.833 0.22 0.84 -0.10 0.214
H 2.961 -1.799 -1.096 0.52 -1.71 0.08 0.221
H 3.286 -0.404 -1.758 -0.74 -0.40 0.17 0.221
H 0.815 -0.800 -1.420 -0.92 -0.24 0.10 0.463
H -1.472 -0.301 -1.871 0.09 -1.30 0.55 0.468
H -3.272 2.173 -0.782 -0.20 -0.30 -0.30 0.344
H -1.578 -1.965 0.293 0.72 -1.73 0.44 0.487
H -0.947 -0.237 2.057 -1.99 0.04 -0.69 0.247
H -2.411 -1.264 2.252 -0.34 0.70 0.52 0.394
H -2.667 0.512 1.843 0.52 -0.66 -0.22 0.245
H -3.761 -0.474 -0.524 0.12 0.02 0.10 0.399
```
Positions in Å, forces in eV/Å.

Results
structure (SMILES)	C[C@H](N)C(=O)N[C@H](C(=O)O)[C@@H](C)O
highest occupied orbital energy	-0.330	hartree
energy relative to the best compared isomer or geometry (same formula, charge and spin)	154.4	kJ/mol
charge	0
LUMO energy	0.0227	hartree

***

ORCA calculation (the ωB97M-V functional and the def2-TZVPD basis) on a cluster of 2 separate species, C2HClN2S in total.

Structure (XYZ):
```
7
Properties=species:S:1:pos:R:3:forces:R:3:mulliken_charge:R:1
C 1.325 1.015 0.258 0.40 0.38 -0.53 0.276
C 0.156 0.763 0.097 -1.21 -0.64 0.61 -0.570
S -1.484 0.134 0.175 2.15 -0.11 0.06 0.075
Cl -2.559 1.739 -0.204 -0.70 1.09 -0.20 -0.148
H 2.373 1.303 0.216 -0.84 -0.29 0.16 0.375
N 0.105 -2.077 -0.640 0.19 -0.21 -0.29 0.033
N 0.086 -2.877 0.098 0.01 -0.21 0.19 -0.041
```
Positions in Å, forces in eV/Å.

Results
structure (SMILES)	C#CSCl.N#N
highest occupied orbital energy	-0.335	hartree
energy relative to the best compared isomer or geometry (same formula, charge and spin)	19.4	kJ/mol
charge	0
LUMO energy	0.0002	hartree

***

ORCA calculation (the ωB97M-V functional and the def2-TZVPD basis) on an isolated molecule of C16H27N3O3S.

Structure (XYZ):
```
50
Properties=species:S:1:pos:R:3:forces:R:3:mulliken_charge:R:1
C 2.142 1.829 4.358 -0.02 0.03 -0.03 -1.179
C 2.420 0.635 3.858 0.02 -0.16 0.01 0.706
C 3.667 -0.126 4.181 -0.04 0.11 0.09 -1.355
C 1.483 -0.045 2.912 -0.42 -0.27 -0.01 -0.334
S 0.781 -1.573 3.691 0.40 0.39 0.24 -0.201
C -0.315 -2.003 2.436 -0.37 -0.33 -0.25 0.572
N -1.166 -2.980 2.427 0.95 0.27 1.34 -0.827
N -1.802 -2.920 1.238 -0.50 0.27 -1.28 -0.160
C -1.317 -1.924 0.578 -0.21 -0.40 0.24 0.107
C -1.664 -1.373 -0.770 -0.04 0.25 -0.16 -0.315
N -0.600 -0.488 -1.193 0.11 -0.17 -0.12 -0.094
C -0.558 0.808 -0.776 0.11 -0.29 -0.24 0.638
O -1.487 1.377 -0.259 -0.24 0.24 0.23 -0.652
O 0.646 1.327 -1.064 0.18 -0.08 -0.05 -0.484
C 0.907 2.738 -0.858 0.07 0.62 0.12 1.764
C 0.805 3.089 0.627 -0.10 -0.24 -0.21 -1.450
C 2.342 2.926 -1.353 -0.39 -0.23 0.09 -1.767
C -0.061 3.580 -1.688 0.01 -0.29 0.13 -1.753
C -1.940 -2.467 -1.818 -0.22 0.34 -0.05 0.340
C -3.157 -3.291 -1.408 0.27 -0.11 0.02 -1.602
C -2.142 -1.821 -3.195 0.25 -0.23 0.01 -0.398
C -2.164 -2.839 -4.329 -0.09 0.19 0.14 -1.357
O -0.346 -1.287 1.287 -0.07 -0.11 0.15 -0.021
H 2.819 2.329 5.029 0.20 0.06 0.15 0.307
H 1.234 2.354 4.116 -0.23 0.05 -0.10 0.298
H 3.406 -1.087 4.625 0.12 -0.11 0.04 0.361
H 4.238 -0.323 3.275 0.06 -0.07 -0.06 0.286
H 4.291 0.426 4.877 0.08 0.00 0.06 0.391
H 2.001 -0.370 2.008 -0.02 0.11 -0.01 0.426
H 0.640 0.593 2.652 0.11 0.02 -0.04 0.256
H -2.557 -0.742 -0.655 0.12 -0.14 -0.06 0.327
H 0.275 -0.905 -1.473 -0.03 0.08 0.01 0.307
H 1.509 2.493 1.204 0.10 -0.03 0.07 0.229
H -0.203 2.900 0.985 -0.02 0.04 0.06 0.354
H 1.037 4.140 0.769 0.08 0.12 0.01 0.481
H 2.414 2.650 -2.402 0.03 0.00 -0.13 0.428
H 2.640 3.963 -1.237 0.03 0.12 0.02 0.408
H 3.020 2.296 -0.783 0.10 -0.05 0.07 0.388
H -0.013 3.282 -2.733 0.03 0.01 -0.12 0.395
H -1.078 3.445 -1.330 -0.04 0.06 -0.01 0.359
H 0.205 4.630 -1.607 0.06 0.12 -0.01 0.477
H -1.063 -3.124 -1.860 0.06 -0.01 0.01 0.424
H -3.292 -4.127 -2.087 -0.08 -0.09 -0.08 0.417
H -4.052 -2.674 -1.432 -0.16 0.11 -0.03 0.335
H -3.029 -3.678 -0.402 -0.14 -0.11 -0.06 0.468
H -3.079 -1.261 -3.188 -0.04 0.12 0.04 0.301
H -1.335 -1.109 -3.380 -0.10 0.03 -0.02 0.344
H -1.257 -3.440 -4.322 0.10 -0.10 -0.04 0.329
H -2.227 -2.328 -5.287 -0.01 -0.03 -0.12 0.403
H -3.018 -3.504 -4.246 -0.07 -0.13 -0.06 0.323
```
Positions in Å, forces in eV/Å.

Results
structure (SMILES)	C=C(C)CSc1nnc([C@@H](NC(=O)OC(C)(C)C)[C@@H](C)CC)o1
highest occupied orbital energy	-0.321	hartree
energy relative to the best compared isomer or geometry (same formula, charge and spin)	202.5	kJ/mol
charge	0
LUMO energy	0.0186	hartree